Computed, not measured: C62H45FI4N7O5W as an isolated structure at a distorted geometry, with wB97M-V/def2-TZVPD.

Properties
E_tot	-122633.4177	eV
total charge	+1
energy relative to the best compared isomer or geometry (same formula, charge and spin)	1.456	eV
frontier orbital gap	4.049	eV
highest occupied orbital energy	-0.2729	Eh
E_LUMO	-3.38	eV

The geometry in XYZ format:
```
125
Properties=species:S:1:pos:R:3:mulliken_charge:R:1
W 0.6198 -0.2228 -1.8011 3.22
I 8.0269 5.0700 1.0599 0.09
C 6.6032 3.6895 0.4246 -0.05
C 5.4962 4.1258 -0.2895 -0.94
C 4.5476 3.2032 -0.7118 -0.12
C 4.6989 1.8529 -0.4068 -0.58
C 5.8182 1.4306 0.3009 -0.11
C 6.7769 2.3445 0.7174 -0.81
C 3.6595 0.8886 -0.8543 1.37
C 2.9057 0.2277 0.0988 0.19
C 3.1463 0.1686 1.4808 -1.08
C 2.4306 -0.9053 1.9601 -1.79
C 1.7330 -1.4810 0.8658 0.11
C 0.8092 -2.5937 0.9457 0.65
C 1.1079 -3.7587 1.8180 1.30
C 2.3220 -3.8609 2.5172 -0.68
C 2.6321 -4.9449 3.3250 -0.94
C 1.7412 -5.9975 3.4460 -0.08
I 2.1753 -7.6102 4.6875 0.07
C 0.5789 -5.9866 2.6934 -1.01
C 0.2878 -4.9008 1.8827 -0.50
C -0.3906 -2.4739 0.2715 -0.18
N -0.6583 -1.7924 -0.8909 0.58
C -2.0681 -1.8008 -1.0301 0.33
C -2.7596 -1.5458 -2.1484 0.70
C -4.2350 -1.5281 -2.2753 -0.27
C -5.0333 -2.6015 -1.8917 -0.18
C -6.4155 -2.5458 -2.0253 -0.90
C -7.0022 -1.4116 -2.5619 -0.08
I -9.0738 -1.3103 -2.7468 0.09
C -6.2205 -0.3448 -2.9877 -0.70
C -4.8437 -0.4109 -2.8470 -0.37
C -1.0441 -2.1002 -3.7372 1.56
C -1.1940 -2.1813 -5.2221 -1.82
C -0.0916 -1.7640 -5.8047 -1.22
C 0.8387 -1.2962 -4.7672 0.04
N 0.2686 -1.4115 -3.5016 -0.29
C 2.0519 -0.7918 -5.0916 0.68
C 2.8713 -0.1890 -4.1208 0.62
C 4.1451 0.3871 -4.3541 -1.65
C 4.5426 0.9288 -3.1665 -1.46
C 3.5433 0.6339 -2.2112 0.39
N 2.4958 -0.0561 -2.8258 0.06
C 2.5331 -0.8311 -6.5041 -0.36
C 2.8928 -2.0380 -7.0942 -0.06
C 3.3390 -2.0874 -8.4087 -0.69
C 3.4321 -0.9110 -9.1375 0.01
I 4.1012 -0.9704 -11.1074 0.11
C 3.0852 0.3058 -8.5671 -0.79
C 2.6392 0.3377 -7.2530 0.04
C -2.6610 -2.4008 0.1537 -1.52
C -1.6629 -2.9081 0.8753 -1.93
N 1.9648 -0.7581 -0.2504 -0.12
H 5.3728 5.1742 -0.5247 0.43
H 3.6838 3.5351 -1.2803 0.50
H 5.9469 0.3771 0.5192 0.58
H 7.6508 2.0083 1.2580 0.39
H 3.8087 0.8198 2.0287 0.76
H 2.3882 -1.2558 2.9780 0.89
H 3.0719 -3.0938 2.4060 0.55
H 3.5806 -4.9683 3.8453 0.39
H -0.0911 -6.8363 2.7087 0.39
H -0.5786 -4.9904 1.2468 0.53
H -4.5724 -3.5038 -1.5097 0.54
H -7.0234 -3.3899 -1.7298 0.39
H -6.6804 0.5297 -3.4271 0.40
H -4.2290 0.4150 -3.1859 0.45
H -2.0903 -2.5836 -5.6722 0.63
H 0.1349 -1.7437 -6.8590 0.60
H 4.6751 0.3752 -5.2919 0.59
H 5.4620 1.4516 -2.9539 0.58
H 2.8229 -2.9526 -6.5167 0.47
H 3.6151 -3.0327 -8.8557 0.38
H 3.1566 1.2198 -9.1407 0.38
H 2.3646 1.2847 -6.8028 0.50
H -3.7158 -2.4500 0.3698 0.85
H -1.7500 -3.3989 1.8298 0.87
C 0.1476 5.5400 3.6753 -1.02
C -0.9916 5.2713 2.7081 -1.11
N -0.8343 3.9840 2.0062 0.31
C -0.1734 3.9654 0.8418 -0.14
C 0.0464 2.8468 0.0925 0.19
C 0.8896 2.9423 -1.1362 -0.21
O 1.2742 4.0382 -1.5124 -0.80
O 1.2163 1.8146 -1.6565 -0.57
C -0.4923 1.6198 0.5195 0.22
O -0.4430 0.5490 -0.1295 0.85
C -1.1343 1.6050 1.8343 0.51
C -1.5561 0.3896 2.3760 0.11
C -2.1261 0.3754 3.6098 0.07
F -2.5812 -0.7891 4.1217 -0.41
C -2.2734 1.5443 4.3760 -1.51
C -1.8568 2.7400 3.8420 -0.82
C -1.2912 2.7923 2.5573 0.10
N -2.8369 1.5340 5.6895 0.35
C -2.4902 0.4286 6.5701 -0.51
C -2.7516 0.8407 8.0027 -0.96
N -4.2184 1.1861 8.1278 -0.16
C -4.6089 2.2854 7.1683 -0.75
C -4.2558 1.8471 5.7617 -0.48
H -0.0134 6.4880 4.1889 0.40
H 1.0976 5.5999 3.1438 0.35
H 0.2307 4.7508 4.4242 0.31
H -1.0447 6.0406 1.9412 0.49
H -1.9571 5.2682 3.2091 0.48
H 0.2128 4.9127 0.4817 0.60
H -1.4361 -0.5251 1.8081 0.09
H -1.9306 3.6226 4.4619 0.56
H -1.4341 0.1862 6.4669 0.52
H -3.0570 -0.4853 6.3472 0.40
H -2.1973 1.7379 8.2700 0.36
H -2.5389 0.0435 8.7114 0.43
H -4.4489 1.4457 9.0869 0.35
H -4.7665 0.3503 7.9088 0.40
H -4.0352 3.1625 7.4604 0.35
H -5.6723 2.4754 7.2948 0.41
H -4.4964 2.6582 5.0773 0.47
H -4.8784 0.9825 5.4764 0.27
C -1.0526 -3.5298 -3.1794 -1.40
O -2.1328 -1.2677 -3.3172 -0.33
C -0.8367 0.8844 -2.7848 -0.31
O -1.6190 1.6496 -3.0889 -0.50
H -2.0778 -3.8909 -3.0785 0.27
H -0.5439 -3.6046 -2.2268 0.23
H -0.5414 -4.1680 -3.8996 0.56
```